*w*
Computed, not measured: a 2-piece molecular cluster, C4H9O2 overall, with ωB97M-V/def2-TZVPD.

Structure (ORCA input):
```
! RIJCOSX wB97M-V def2-TZVPD def2/J DEFGRID3
* xyz -1 1
C -1.015 1.075 1.612
C -1.216 2.282 0.715
O -0.461 3.272 0.886
O -1.998 2.143 -0.259
H -1.724 1.185 2.448
H -0.046 0.939 2.090
H -1.271 0.151 1.091
C 0.546 -2.021 -1.049
C 1.401 -0.735 -0.996
H 1.174 -2.857 -1.360
H -0.041 -2.104 -0.140
H -0.116 -1.933 -1.916
H 0.719 0.104 -0.890
H 1.867 -0.634 -1.980
H 2.182 -0.865 -0.252
*
```

Calculated values
E_HOMO = -3.58 eV
LUMO energy = 3.70 eV
HOMO-LUMO gap = 7.27 eV



*x*
Computed, not measured: a 2-piece molecular cluster, C4H9O2 overall, with ωB97M-V/def2-TZVPD.

Structure (ORCA input):
```
! RIJCOSX wB97M-V def2-TZVPD def2/J DEFGRID3
* xyz -1 1
C -1.858 0.261 -1.451
C -1.761 1.780 -1.345
H -2.027 -0.062 -2.482
H -0.940 -0.221 -1.108
H -2.691 -0.116 -0.860
H -0.921 2.161 -1.930
H -2.676 2.269 -1.684
H -1.581 2.076 -0.312
C 1.436 0.542 1.405
C 0.945 -0.735 0.687
O 0.271 -1.525 1.385
O 1.264 -0.850 -0.521
H 0.595 1.019 1.916
H 1.853 1.247 0.683
H 2.196 0.290 2.144
*
```

Calculated values
E_HOMO = -3.87 eV
LUMO energy = 4.03 eV
HOMO-LUMO gap = 7.90 eV



Most stable one: *x*, least stable one: *w*.



*w*
Computed, not measured: an isolated ion of composition C4H9O2 and charge -1, with ωB97M-V/def2-TZVPD.

Structure (ORCA input):
```
! RIJCOSX wB97M-V def2-TZVPD def2/J DEFGRID3
* xyz -1 1
O -0.435 0.180 -2.344
C -0.393 1.051 -1.335
C 0.791 0.817 -0.321
C 0.415 0.028 0.921
C 0.017 -1.414 0.561
O -1.252 -1.815 1.123
H -1.321 1.057 -0.684
H -0.268 2.119 -1.671
H 1.266 1.779 -0.062
H 1.570 0.311 -0.903
H -0.475 0.495 1.354
H 1.175 0.062 1.708
H -0.039 -1.519 -0.519
H 0.735 -2.130 0.973
H -1.787 -1.021 1.198
*
```

Calculated values
E_HOMO = -2.28 eV
Structure (SMILES) = [O-]CCCCO
LUMO energy = 4.08 eV
HOMO-LUMO gap = 6.36 eV



*x*
Computed, not measured: a 2-piece molecular cluster, C4H9O2 overall, with ωB97M-V/def2-TZVPD.

Structure (ORCA input):
```
! RIJCOSX wB97M-V def2-TZVPD def2/J DEFGRID3
* xyz -1 1
C -0.107 0.054 2.429
O 1.113 -0.474 1.968
H -0.553 0.727 1.688
H -0.825 -0.742 2.632
H 0.036 0.616 3.361
C -0.907 1.153 -1.418
C 0.173 0.368 -1.130
O 1.164 0.690 -0.367
C 0.263 -1.051 -1.704
H -1.690 0.804 -2.078
H -0.936 2.145 -0.984
H 1.247 -0.088 1.057
H -0.363 -1.251 -2.568
H 1.306 -1.197 -2.001
H 0.080 -1.754 -0.884
*
```

Calculated values
E_HOMO = -2.81 eV
LUMO energy = 4.24 eV
HOMO-LUMO gap = 7.05 eV



*y*
Computed, not measured: a 2-piece molecular cluster, C4H9O2 overall, with ωB97M-V/def2-TZVPD.

Structure (ORCA input):
```
! RIJCOSX wB97M-V def2-TZVPD def2/J DEFGRID3
* xyz -1 1
C 2.247 0.587 -0.229
C 1.199 -0.506 0.165
O 0.541 -0.265 1.207
O 1.146 -1.522 -0.559
H 1.705 1.333 -0.815
H 3.053 0.186 -0.846
H 2.685 1.026 0.666
C -1.982 1.056 -0.746
C -2.643 0.208 0.323
H -1.484 0.457 -1.512
H -2.604 1.773 -1.281
H -1.116 1.521 -0.264
H -3.109 0.814 1.104
H -1.849 -0.360 0.815
H -3.374 -0.533 -0.004
*
```

Calculated values
E_HOMO = -3.92 eV
LUMO energy = 4.22 eV
HOMO-LUMO gap = 8.15 eV



*z*
Computed, not measured: a 2-piece molecular cluster, C4H9O2 overall, with ωB97M-V/def2-TZVPD.

Structure (ORCA input):
```
! RIJCOSX wB97M-V def2-TZVPD def2/J DEFGRID3
* xyz -1 1
C 1.894 -0.078 -1.490
C 0.336 -0.452 -1.533
O -0.484 0.418 -1.162
O 0.063 -1.546 -1.883
H 2.396 -0.914 -1.911
H 1.826 0.078 -0.387
H 1.951 0.884 -2.024
C -1.011 1.127 1.953
C -0.809 0.257 3.231
H -0.494 2.040 2.236
H -0.387 0.559 1.145
H -2.058 1.106 1.601
H -0.208 -0.681 2.936
H -1.773 -0.017 3.712
H -0.347 0.844 4.096
*
```

Calculated values
E_HOMO = -3.74 eV
LUMO energy = 3.93 eV
HOMO-LUMO gap = 7.66 eV



Most stable one: *y*, least stable one: *w*.



*w*
Computed, not measured: the molecule C4H10N2O, with ωB97M-V/def2-TZVPD.

Structure (ORCA input):
```
! RIJCOSX wB97M-V def2-TZVPD def2/J DEFGRID3
* xyz 0 1
C 1.039 1.396 1.790
C 0.777 0.587 0.526
N -0.267 -0.392 0.631
C -0.176 -1.420 -0.416
C -0.911 -1.063 -1.722
N -1.611 0.083 -1.681
O -0.668 -1.813 -2.651
H 1.797 0.839 2.346
H 1.397 2.413 1.517
H 0.134 1.525 2.381
H 0.554 1.190 -0.364
H 1.757 0.228 0.127
H -0.573 -0.716 1.532
H 0.850 -1.721 -0.642
H -0.608 -2.329 0.029
H -1.662 0.648 -0.852
H -1.831 0.544 -2.550
*
```

Calculated values
E_HOMO = -8.81 eV
Structure (SMILES) = CCNCC(N)=O
LUMO energy = 0.92 eV
HOMO-LUMO gap = 9.73 eV



*x*
Computed, not measured: the molecule C4H10N2O, with ωB97M-V/def2-TZVPD.

Structure (ORCA input):
```
! RIJCOSX wB97M-V def2-TZVPD def2/J DEFGRID3
* xyz 0 1
C 1.258 -1.980 -0.642
C 0.874 -0.685 -1.207
O 1.041 -0.360 -2.378
N 0.276 0.308 -0.361
C -0.371 -0.027 0.877
C -0.732 1.098 1.744
N -2.080 1.532 1.429
H 0.528 -2.772 -0.887
H 2.212 -2.539 -0.880
H 1.281 -1.741 0.436
H 0.059 1.208 -0.834
H -1.252 -0.635 0.648
H 0.245 -0.690 1.437
H -0.723 0.725 2.769
H 0.092 1.869 1.719
H -2.149 1.783 0.507
H -2.167 2.364 1.993
*
```

Calculated values
E_HOMO = -9.25 eV
Structure (SMILES) = CC(=O)NCCN
LUMO energy = 0.87 eV
HOMO-LUMO gap = 10.12 eV



Most stable one: *w*, least stable one: *x*.



*w*
Computed, not measured: the molecule C4H10N2O, with ωB97M-V/def2-TZVPD.

Structure (ORCA input):
```
! RIJCOSX wB97M-V def2-TZVPD def2/J DEFGRID3
* xyz 0 1
C -0.921 -0.721 0.583
C 1.358 -0.138 -0.090
C 0.546 -1.064 0.807
C -1.111 -0.117 -0.788
N -1.848 0.984 -0.897
N 1.366 1.219 0.471
O -0.564 -0.577 -1.881
H -2.131 1.488 -0.074
H -1.974 1.399 -1.807
H 1.631 1.895 -0.235
H 2.039 1.321 1.231
H -1.229 -0.001 1.342
H -1.591 -1.591 0.644
H 2.373 -0.536 -0.251
H 0.544 -0.483 -1.460
H 0.727 -2.105 0.529
H 0.786 -0.972 1.878
*
```

Calculated values
E_HOMO = -6.88 eV
LUMO energy = 0.80 eV
HOMO-LUMO gap = 7.68 eV



*x*
Computed, not measured: a 2-piece molecular cluster, C4H10N2O overall, with ωB97M-V/def2-TZVPD.

Structure (ORCA input):
```
! RIJCOSX wB97M-V def2-TZVPD def2/J DEFGRID3
* xyz 0 1
H -1.505 -0.962 -1.226
N -1.388 -1.307 -0.275
C -0.513 -0.651 0.392
C -0.323 -0.937 1.862
N -0.021 0.721 -0.014
C -0.652 1.461 -1.096
H 0.710 -0.739 2.157
H -0.980 -0.292 2.451
H -0.556 -1.983 2.068
H 0.283 1.316 0.751
H -0.403 2.521 -1.022
H -1.739 1.357 -1.057
H -0.279 1.076 -2.048
C 1.792 -0.291 -0.738
O 2.005 -0.085 -1.924
H 2.447 0.037 0.086
H 1.122 -1.240 -0.366
*
```

Calculated values
E_HOMO = -9.15 eV
Structure (SMILES) = [H]/N=C(/C)NC.C=O
LUMO energy = 0.70 eV
HOMO-LUMO gap = 9.86 eV



*y*
Computed, not measured: C4H10N2O as an isolated structure, with ωB97M-V/def2-TZVPD.

Structure (ORCA input):
```
! RIJCOSX wB97M-V def2-TZVPD def2/J DEFGRID3
* xyz 0 1
C 0.036 0.855 -0.164
N 0.338 1.519 -1.397
N 1.327 -0.378 1.517
C 0.961 -0.241 0.146
O -0.269 1.704 0.942
H 0.549 1.867 1.433
H 1.172 2.092 -1.326
H -0.434 2.104 -1.694
H 0.510 -0.405 2.118
H 1.899 -1.192 1.690
H 1.816 -0.321 -0.521
C -1.999 -1.042 -0.582
C -1.124 -1.922 -0.497
H -0.929 -2.969 -0.377
H -3.000 -0.701 -0.722
H -1.013 0.297 -0.364
H 0.160 -1.265 -0.200
*
```

Calculated values
E_HOMO = -8.12 eV
LUMO energy = 0.94 eV
HOMO-LUMO gap = 9.06 eV



*z*
Computed, not measured: the molecule C4H10N2O, with ωB97M-V/def2-TZVPD.

Structure (ORCA input):
```
! RIJCOSX wB97M-V def2-TZVPD def2/J DEFGRID3
* xyz 0 1
C -0.775 1.542 0.755
N -0.936 0.557 -0.304
C 0.045 -0.390 -0.782
C 1.342 0.284 -1.240
C 0.399 -1.266 0.458
N -0.682 -1.929 1.009
O 1.536 -1.545 0.758
H -0.053 2.328 0.446
H -0.387 1.163 1.689
H -1.725 2.045 0.883
H -1.549 0.959 -0.998
H -0.385 -1.071 -1.506
H 1.651 1.018 -0.502
H 2.114 -0.462 -1.427
H 1.281 0.814 -2.190
H -1.417 -1.344 1.346
H -0.462 -2.703 1.606
*
```

Calculated values
E_HOMO = -8.61 eV
Structure (SMILES) = CN[C@@H](C)C(N)=O
LUMO energy = 0.93 eV
HOMO-LUMO gap = 9.53 eV



Most stable one: *z*, least stable one: *y*.



*w*
Computed, not measured: the molecule C4H10N2O, with ωB97M-V/def2-TZVPD.

Structure (ORCA input):
```
! RIJCOSX wB97M-V def2-TZVPD def2/J DEFGRID3
* xyz 0 1
C 0.183 -2.214 -1.335
O 0.958 -1.020 -1.384
C 0.220 0.047 -0.940
C 0.248 0.544 0.311
C 1.111 -0.105 1.367
N -0.464 1.655 0.738
N -1.481 2.203 -0.043
H 0.678 -2.965 -1.958
H -0.834 -2.066 -1.714
H 0.151 -2.592 -0.307
H -0.367 0.482 -1.740
H 1.748 -0.903 0.973
H 1.770 0.639 1.828
H 0.479 -0.540 2.148
H -0.485 1.787 1.753
H -2.393 1.833 0.227
H -1.521 3.217 0.076
*
```

Calculated values
E_HOMO = -7.52 eV
Structure (SMILES) = CO/C=C(\C)NN
LUMO energy = 1.01 eV
HOMO-LUMO gap = 8.53 eV



*x*
Computed, not measured: the molecule C4H10N2O, with ωB97M-V/def2-TZVPD.

Structure (ORCA input):
```
! RIJCOSX wB97M-V def2-TZVPD def2/J DEFGRID3
* xyz 0 1
C -1.735 0.787 -0.645
C -1.719 -0.285 0.436
C -0.419 -1.069 0.417
N 0.768 -0.225 0.638
C 1.674 -0.094 -0.405
N 2.787 0.720 -0.097
O 1.558 -0.602 -1.490
H -1.443 1.763 -0.258
H -2.664 0.970 -1.177
H -1.043 0.578 -1.459
H -1.822 0.182 1.420
H -2.534 -0.985 0.338
H -0.264 -1.690 -0.457
H -0.396 -1.816 1.219
H 0.718 0.606 1.203
H 2.946 0.813 0.895
H 3.587 0.347 -0.579
*
```

Calculated values
E_HOMO = -9.64 eV
Structure (SMILES) = CCCNC(N)=O
LUMO energy = 0.90 eV
HOMO-LUMO gap = 10.54 eV



Most stable one: *x*, least stable one: *w*.



*w*
Computed, not measured: the molecule C4H10N2O, with ωB97M-V/def2-TZVPD.

Structure (ORCA input):
```
! RIJCOSX wB97M-V def2-TZVPD def2/J DEFGRID3
* xyz 0 1
N -1.660 1.854 -0.158
C -0.743 1.002 -0.879
N 0.533 0.979 -0.082
C 0.598 -0.110 0.896
C 0.284 -1.554 0.449
C 1.255 -1.964 -0.654
O 2.171 -2.640 -0.254
H -1.213 2.634 0.323
H -2.651 1.788 -0.296
H -0.339 1.521 -1.777
H -1.146 0.026 -1.115
H 0.866 1.771 0.429
H 1.549 -0.076 1.495
H -0.126 0.055 1.707
H 0.395 -2.249 1.290
H -0.816 -1.409 0.302
H 1.042 -1.628 -1.676
*
```

Calculated values
E_HOMO = -8.81 eV
Structure (SMILES) = NCNCCC=O
LUMO energy = 0.94 eV
HOMO-LUMO gap = 9.75 eV



*x*
Computed, not measured: a 2-piece molecular cluster, C4H10N2O overall, with ωB97M-V/def2-TZVPD.

Structure (ORCA input):
```
! RIJCOSX wB97M-V def2-TZVPD def2/J DEFGRID3
* xyz 0 1
N 1.195 0.447 -0.705
C 0.706 1.079 0.455
C 1.459 1.737 1.328
O 2.812 1.936 1.210
H 0.438 0.099 -1.283
H 1.825 1.023 -1.244
H -0.347 0.950 0.664
H 1.057 2.204 2.211
H 3.139 1.381 0.501
C -1.554 -1.143 -1.557
C -1.903 -1.105 -0.274
N -1.381 -1.907 0.717
H -2.067 -0.546 -2.288
H -0.788 -1.809 -1.919
H -2.696 -0.449 0.063
H -0.520 -2.373 0.471
H -1.375 -1.524 1.651
*
```

Calculated values
E_HOMO = -7.84 eV
Structure (SMILES) = N/C=C\O.C=CN
LUMO energy = 0.90 eV
HOMO-LUMO gap = 8.74 eV



*y*
Computed, not measured: the molecule C4H10N2O, with ωB97M-V/def2-TZVPD.

Structure (ORCA input):
```
! RIJCOSX wB97M-V def2-TZVPD def2/J DEFGRID3
* xyz 0 1
C 1.909 -0.428 1.160
N 0.729 -0.530 0.262
C 0.803 -1.415 -0.920
C -0.406 0.191 0.538
O -0.472 0.915 1.549
C -1.531 0.301 -0.483
N -1.108 1.014 -1.671
H 2.158 -1.461 1.500
H 2.796 -0.004 0.651
H 1.676 0.180 2.008
H 1.777 -1.856 -1.158
H 0.610 -0.675 -1.744
H -0.042 -2.051 -1.078
H -2.005 -0.673 -0.670
H -2.270 0.942 0.005
H -0.961 1.943 -1.496
H -1.951 1.059 -2.315
*
```

Calculated values
E_HOMO = -8.90 eV
Structure (SMILES) = CN(C)C(=O)CN
LUMO energy = 0.91 eV
HOMO-LUMO gap = 9.81 eV



*z*
Computed, not measured: the molecule C4H10N2O, with ωB97M-V/def2-TZVPD.

Structure (ORCA input):
```
! RIJCOSX wB97M-V def2-TZVPD def2/J DEFGRID3
* xyz 0 1
N 0.358 0.960 2.699
C -0.036 0.890 1.279
C 0.452 -0.366 0.530
C 0.686 -0.098 -1.001
C -0.227 -0.942 -1.850
N -1.505 -0.481 -2.024
O 0.146 -1.970 -2.376
H 1.373 0.933 2.737
H 0.059 0.110 3.168
H -1.117 1.019 1.244
H 0.439 1.753 0.811
H 1.399 -0.652 0.964
H -0.321 -1.131 0.609
H 0.463 0.950 -1.203
H 1.697 -0.348 -1.300
H -2.009 -0.939 -2.767
H -1.858 0.311 -1.521
*
```

Calculated values
E_HOMO = -9.50 eV
Structure (SMILES) = NCCCC(N)=O
LUMO energy = 0.85 eV
HOMO-LUMO gap = 10.35 eV



Most stable one: *z*, least stable one: *w*.



*w*
Computed, not measured: C5H7IS as an isolated structure, with ωB97M-V/def2-TZVPD.

Structure (ORCA input):
```
! RIJCOSX wB97M-V def2-TZVPD def2/J DEFGRID3
* xyz 0 1
C 1.093 0.616 -1.850
C 1.917 0.058 -0.953
C 0.915 2.035 -1.705
C 1.480 2.499 -0.594
C -0.299 -0.576 1.797
S 2.373 1.279 0.289
I 1.478 4.415 0.201
H 0.645 0.194 -2.714
H 2.080 -0.992 -0.812
H 0.337 2.689 -2.298
H -0.121 -1.542 1.239
H -0.790 -0.704 2.755
H -1.029 -0.119 1.163
H 0.645 0.036 1.880
*
```

Calculated values
E_HOMO = -8.85 eV
LUMO energy = 0.45 eV
HOMO-LUMO gap = 9.30 eV



*x*
Computed, not measured: the molecule C5H7IS, with ωB97M-V/def2-TZVPD.

Structure (ORCA input):
```
! RIJCOSX wB97M-V def2-TZVPD def2/J DEFGRID3
* xyz 0 1
C -0.211 -1.282 -0.808
C -0.039 0.114 -0.099
C -1.182 0.993 -0.216
S -1.478 2.544 -0.400
I -3.236 -0.605 0.125
C 0.708 0.134 1.234
C 1.265 0.799 -0.006
H 0.795 -1.655 -1.043
H -0.841 -0.940 -1.619
H -0.643 -2.001 -0.133
H 1.266 -0.849 1.283
H 0.140 0.391 2.080
H 1.342 1.876 0.042
H 2.114 0.484 -0.438
*
```

Calculated values
E_HOMO = -8.78 eV
Structure (SMILES) = CC1(C(=S)I)CC1
LUMO energy = -1.02 eV
HOMO-LUMO gap = 7.76 eV



Most stable one: *w*, least stable one: *x*.



*w*
Computed, not measured: a 3-piece molecular cluster, C2H3N3S overall, with ωB97M-V/def2-TZVPD.

Structure (ORCA input):
```
! RIJCOSX wB97M-V def2-TZVPD def2/J DEFGRID3
* xyz 0 1
C -0.190 -0.581 2.367
C -1.452 -0.132 2.803
N -2.640 -0.102 2.565
N 0.566 -0.250 1.447
N 1.249 -0.433 0.589
S -0.151 0.029 4.057
H 0.327 -1.306 -0.419
H -3.243 0.407 3.197
H -0.362 -1.859 -0.607
*
```

Calculated values
E_HOMO = -8.58 eV
LUMO energy = -0.63 eV
HOMO-LUMO gap = 7.95 eV



*x*
Computed, not measured: the molecule C2H3N3S, with ωB97M-V/def2-TZVPD.

Structure (ORCA input):
```
! RIJCOSX wB97M-V def2-TZVPD def2/J DEFGRID3
* xyz 0 1
C -0.180 0.195 -0.932
C 0.467 -0.911 -0.499
N 0.321 -0.911 0.946
S 1.045 0.379 1.913
N -0.589 0.076 1.241
N -0.905 0.727 0.057
H -0.205 0.471 -1.912
H 1.014 -1.771 -0.873
H -0.967 1.745 0.058
*
```

Calculated values
E_HOMO = -7.87 eV
Structure (SMILES) = c1cn2sn2[nH]1
LUMO energy = 0.56 eV
HOMO-LUMO gap = 8.43 eV



*y*
Computed, not measured: the molecule C2H3N3S, with ωB97M-V/def2-TZVPD.

Structure (ORCA input):
```
! RIJCOSX wB97M-V def2-TZVPD def2/J DEFGRID3
* xyz 0 1
C -0.067 -0.980 -0.386
C -0.069 -0.580 0.953
N -0.183 0.797 1.020
S 1.372 1.651 0.675
N -0.145 1.255 -0.277
N -0.159 0.199 -1.163
H -0.379 -1.949 -0.644
H -0.242 -0.949 1.920
H -0.128 0.555 -2.099
*
```

Calculated values
E_HOMO = -7.64 eV
Structure (SMILES) = c1cn2sn2[nH]1
LUMO energy = 0.62 eV
HOMO-LUMO gap = 8.26 eV



*z*
Computed, not measured: the molecule C2H3N3S, with ωB97M-V/def2-TZVPD.

Structure (ORCA input):
```
! RIJCOSX wB97M-V def2-TZVPD def2/J DEFGRID3
* xyz 0 1
H -0.862 1.244 -1.275
N -0.617 0.176 -1.167
C -0.261 0.146 0.070
C -0.095 1.466 0.804
N 0.044 2.532 1.292
N 0.401 -0.933 0.572
S 0.513 -2.295 -0.346
H 0.878 -0.673 1.515
H -0.001 -1.663 -1.466
*
```

Calculated values
E_HOMO = -8.86 eV
Structure (SMILES) = [H]/N=C(\C#N)NS
LUMO energy = 0.30 eV
HOMO-LUMO gap = 9.16 eV



Most stable one: *z*, least stable one: *w*.